111
Properties=species:S:1:pos:R:3:lowdin_charge:R:1 method="wB97M-V/def2-TZVPD" smiles="C#CC1=C(NCCC)C(=O)c2c(CC[C@H](C)CCC=C(C)C)cc(CB(O)O)cc2C1=O.ClC(Cl)(Cl)Cl.ClC(Cl)(Cl)Cl.ClC(Cl)(Cl)Cl.ClC(Cl)(Cl)Cl.ClC(Cl)(Cl)Cl.ClC(Cl)(Cl)Cl.ClC(Cl)(Cl)Cl.ClC(Cl)(Cl)Cl.ClC(Cl)(Cl)Cl" homo_lumo_gap_ha=0.3037 e_above_lowest_kj_mol=114.7 mol_weight_g_mol=1819.78 energy_ev=-498006.4111 multiplicity=1
C -1.963 -0.524 5.102 0.1279
C -2.680 -0.569 4.129 -0.0441
C -3.155 -0.880 2.767 -0.1195
C -3.054 -0.019 1.754 -0.1754
N -2.476 1.285 1.879 0.0237
C -1.139 1.320 1.239 -0.1790
C -0.047 2.078 2.098 -0.2422
C -0.550 2.496 3.521 -0.1050
C -3.591 -0.464 0.367 -0.2482
O -4.184 0.311 -0.339 0.0583
C -3.332 -1.962 0.037 -0.0057
C -2.995 -2.452 -1.260 -0.1135
C -2.898 -1.520 -2.474 -0.1910
C -1.641 -1.838 -3.358 -0.1740
C -0.314 -1.385 -2.669 -0.3284
C -0.005 0.084 -3.108 -0.0782
C 0.884 -2.296 -3.111 -0.1953
C 1.642 -2.927 -1.907 -0.2095
C 2.369 -1.844 -1.075 -0.1430
C 2.379 -1.828 0.262 -0.3184
C 2.931 -0.607 1.039 -0.0779
C 1.891 -3.017 1.124 -0.0571
C -2.743 -3.850 -1.379 0.0342
C -2.813 -4.730 -0.293 -0.1813
C -2.494 -6.238 -0.432 -0.0202
B -1.266 -6.540 0.561 -0.5870
O -1.429 -6.563 1.969 0.1064
O 0.021 -6.755 0.086 0.1497
C -3.167 -4.248 1.000 0.0350
C -3.412 -2.885 1.137 -0.0630
C -3.757 -2.300 2.520 -0.3081
O -4.431 -2.880 3.326 0.1032
H -1.452 -0.468 6.055 0.0464
H -3.095 1.968 1.443 0.1302
H -1.147 1.811 0.244 0.0705
H -0.740 0.296 1.064 0.1205
H 0.246 3.018 1.579 0.0069
H 0.855 1.440 2.206 0.0643
H -1.545 2.968 3.507 0.0689
H -0.631 1.567 4.115 0.0411
H 0.227 3.125 3.997 0.0662
H -3.769 -1.644 -3.147 0.0731
H -2.826 -0.455 -2.205 0.0666
H -1.728 -1.262 -4.305 0.0889
H -1.611 -2.910 -3.640 0.0903
H -0.453 -1.467 -1.569 0.1334
H 1.062 0.313 -2.926 0.0693
H -0.180 0.238 -4.192 0.0834
H -0.671 0.754 -2.522 0.0470
H 1.612 -1.693 -3.686 0.0730
H 0.523 -3.109 -3.772 0.0658
H 2.435 -3.601 -2.302 0.0731
H 0.974 -3.541 -1.276 0.0989
H 2.950 -1.051 -1.579 0.0739
H 2.395 0.310 0.715 0.0647
H 4.023 -0.502 0.899 0.0775
H 2.661 -0.737 2.106 0.0404
H 0.858 -2.764 1.466 0.0840
H 2.555 -3.190 1.993 0.0829
H 1.783 -3.942 0.528 0.0553
H -2.448 -4.245 -2.363 0.1201
H -3.351 -6.849 -0.094 0.1227
H -2.136 -6.490 -1.447 0.1104
H -0.938 -5.817 2.347 0.1043
H 0.666 -6.572 0.786 0.1016
H -3.243 -4.933 1.854 0.1330
Cl 1.546 -5.644 -8.024 0.5297
C 1.278 -4.823 -6.479 -2.0382
Cl 0.953 -3.107 -6.773 0.5297
Cl -0.109 -5.554 -5.655 0.5209
Cl 2.720 -4.985 -5.468 0.5044
Cl 3.513 2.914 2.455 0.5124
C 4.444 2.075 3.706 -2.0154
Cl 3.450 0.800 4.431 0.5372
Cl 5.892 1.358 2.984 0.5331
Cl 4.919 3.230 4.961 0.4869
Cl 4.318 -2.139 -3.425 0.6197
C 5.655 -2.163 -4.585 -2.0157
Cl 6.237 -0.513 -4.857 0.5289
Cl 6.973 -3.156 -3.944 0.5305
Cl 5.081 -2.849 -6.111 0.5037
Cl 5.837 5.357 6.878 0.4841
C 6.077 5.137 8.619 -2.0407
Cl 7.013 6.494 9.260 0.5244
Cl 4.504 5.069 9.427 0.5243
Cl 6.954 3.627 8.905 0.5234
Cl 3.020 4.294 -1.959 0.5110
C 1.465 4.628 -1.181 -1.9900
Cl 0.834 6.176 -1.755 0.4959
Cl 0.318 3.339 -1.577 0.5753
Cl 1.693 4.703 0.575 0.5334
Cl 5.739 7.156 -3.622 0.5258
C 5.431 7.922 -2.056 -2.0311
Cl 5.033 9.630 -2.302 0.5256
Cl 4.076 7.108 -1.262 0.4731
Cl 6.875 7.793 -1.041 0.5279
Cl -1.537 9.709 -1.104 0.5241
C -0.478 9.287 0.251 -2.0394
Cl -0.342 10.669 1.347 0.5267
Cl -1.160 7.905 1.124 0.5179
Cl 1.124 8.858 -0.366 0.4669
Cl -6.245 1.888 -5.051 0.5282
C -5.150 1.403 -3.746 -2.0127
Cl -4.944 2.751 -2.618 0.5374
Cl -5.831 0.004 -2.911 0.5861
Cl -3.573 0.959 -4.406 0.5797
Cl -8.811 -1.768 2.099 0.5205
C -8.009 -0.866 3.395 -2.0325
Cl -8.956 0.580 3.781 0.5186
Cl -7.879 -1.888 4.832 0.5328
Cl -6.391 -0.388 2.865 0.5930

=====

195
Properties=species:S:1:pos:R:3:lowdin_charge:R:1 method="wB97M-V/def2-TZVPD" homo_lumo_gap_ha=0.3251 e_above_lowest_kj_mol=492.8 mol_weight_g_mol=1074.55 energy_ev=-97590.9760 multiplicity=1
C -7.954 -1.126 0.308 -0.0450
C -8.901 -1.062 1.515 -0.4400
C -8.224 -1.045 2.900 -0.2037
O -7.182 -0.080 2.929 -0.1976
C -7.236 1.044 3.788 -0.1003
N -9.819 0.068 1.339 0.0373
H -8.416 -1.452 -0.624 0.0763
H -7.190 -1.872 0.524 0.0767
H -7.468 -0.163 0.153 0.0768
H -9.554 -1.915 1.695 0.1279
H -7.831 -2.050 3.052 0.1148
H -8.892 -0.986 3.759 0.1225
H -6.513 1.779 3.433 0.0892
H -7.183 0.811 4.852 0.0847
H -8.177 1.571 3.633 0.0736
H -9.080 0.724 1.549 0.0437
H -10.318 0.248 2.198 0.0626
C 8.133 -2.205 -8.188 -0.0465
C 6.856 -1.274 -8.516 -0.4431
C 6.111 -1.704 -9.771 -0.2007
O 6.896 -1.612 -10.961 -0.1722
C 6.384 -2.241 -12.071 -0.1469
N 6.129 -1.121 -7.319 0.0335
H 7.882 -3.199 -7.819 0.0701
H 8.836 -1.687 -7.536 0.0669
H 8.736 -2.466 -9.059 0.0604
H 7.226 -0.287 -8.797 0.1355
H 5.141 -1.207 -9.785 0.1241
H 5.806 -2.746 -9.671 0.1184
H 5.354 -1.936 -12.258 0.0872
H 6.399 -3.328 -11.990 0.0834
H 6.970 -2.071 -12.974 0.0882
H 6.942 -1.003 -6.733 0.0667
H 5.831 -2.045 -7.039 0.0756
C 7.125 0.871 1.997 -0.0477
C 6.974 2.374 1.804 -0.5075
C 6.943 3.111 3.092 -0.2306
O 6.037 2.632 4.089 -0.1811
C 6.051 3.463 5.268 -0.0951
N 7.879 2.872 0.843 0.0424
H 6.133 0.491 2.241 0.0791
H 7.906 0.667 2.729 0.0799
H 7.450 0.421 1.059 0.0746
H 6.011 2.514 1.312 0.1407
H 6.759 4.183 3.014 0.1203
H 7.976 3.103 3.438 0.1214
H 5.587 4.403 4.970 0.0794
H 7.023 3.592 5.745 0.0858
H 5.428 3.061 6.067 0.0812
H 8.816 2.920 1.219 0.0772
H 7.617 3.813 0.589 0.0801
C -1.131 0.762 1.133 -0.0724
C -0.580 -0.261 0.114 -0.4086
C 0.839 0.118 -0.376 -0.1878
O 1.333 -0.836 -1.318 -0.2027
C 2.737 -0.892 -1.437 -0.1151
N -0.630 -1.584 0.747 0.0245
H -0.587 0.942 2.060 0.0704
H -2.055 0.408 1.590 0.0658
H -1.275 1.798 0.824 0.0693
H -1.217 -0.361 -0.765 0.1258
H 1.468 -0.024 0.502 0.1205
H 0.916 1.141 -0.746 0.1265
H 3.149 0.117 -1.482 0.0871
H 3.029 -1.564 -2.244 0.0865
H 3.217 -1.447 -0.632 0.0808
H -0.219 -2.256 0.114 0.0614
H -1.459 -1.988 1.160 0.0682
C 1.948 -1.786 5.786 -0.0498
C 1.876 -1.908 7.362 -0.4324
C 0.552 -2.651 7.899 -0.1592
O 0.513 -2.844 9.337 -0.1884
C -0.775 -3.274 9.734 -0.1288
N 3.034 -2.427 8.009 0.0225
H 1.057 -1.305 5.383 0.0677
H 1.950 -2.823 5.451 0.0673
H 2.810 -1.241 5.399 0.0687
H 1.827 -0.866 7.678 0.1116
H 0.544 -3.573 7.319 0.1158
H -0.335 -2.103 7.584 0.1135
H -1.084 -4.194 9.237 0.0852
H -1.616 -2.582 9.680 0.0820
H -0.655 -3.500 10.793 0.0867
H 3.826 -1.802 7.967 0.0743
H 2.799 -2.519 8.987 0.0630
C -3.036 -6.521 -3.384 -0.0571
C -1.804 -5.980 -4.161 -0.3880
C -2.088 -5.277 -5.622 -0.1980
O -0.901 -5.227 -6.325 -0.1870
C -0.956 -4.738 -7.637 -0.1272
N -0.885 -5.090 -3.465 0.0256
H -2.722 -7.124 -2.532 0.0664
H -3.569 -7.204 -4.046 0.0699
H -3.670 -5.760 -2.929 0.0689
H -1.151 -6.814 -4.419 0.1227
H -2.509 -4.303 -5.372 0.1153
H -2.742 -5.827 -6.299 0.1168
H -1.073 -5.482 -8.425 0.0807
H -0.022 -4.317 -8.007 0.0818
H -1.672 -3.960 -7.903 0.0873
H -1.229 -4.151 -3.610 0.0617
H -0.029 -5.155 -3.997 0.0634
C -4.443 9.390 0.453 -0.0649
C -5.329 8.210 0.937 -0.4697
C -4.843 6.826 0.521 -0.1431
O -5.881 5.973 1.091 -0.2412
C -6.129 4.805 0.327 -0.1143
N -5.442 8.349 2.353 0.0413
H -4.359 9.537 -0.624 0.0718
H -3.438 9.214 0.836 0.0703
H -4.810 10.320 0.887 0.0679
H -6.251 8.385 0.383 0.1282
H -4.004 6.514 1.143 0.1325
H -4.906 6.648 -0.553 0.1240
H -6.991 4.241 0.683 0.0806
H -5.252 4.159 0.292 0.0882
H -6.500 5.136 -0.644 0.0823
H -5.963 7.584 2.757 0.0709
H -5.853 9.228 2.633 0.0758
C 1.992 4.548 -4.829 -0.0699
C 1.138 4.068 -6.043 -0.4207
C 0.550 5.248 -6.875 -0.1546
O -0.535 5.792 -6.057 -0.2163
C -1.012 7.055 -6.504 -0.1258
N 2.047 3.215 -6.805 0.0330
H 2.239 3.767 -4.111 0.0714
H 1.378 5.401 -4.540 0.0663
H 2.961 4.991 -5.060 0.0716
H 0.246 3.699 -5.537 0.1280
H 0.080 4.766 -7.731 0.1151
H 1.186 6.074 -7.193 0.1233
H -0.280 7.862 -6.467 0.0849
H -1.922 7.322 -5.967 0.0827
H -1.414 7.041 -7.516 0.0779
H 2.656 2.574 -6.316 0.0706
H 1.409 2.554 -7.224 0.0621
C -3.238 -5.670 4.515 -0.0418
C -4.173 -5.808 5.844 -0.3964
C -4.665 -4.434 6.399 -0.2409
O -5.138 -4.570 7.664 -0.1623
C -5.829 -3.437 8.118 -0.1248
N -5.241 -6.689 5.539 0.0097
H -2.412 -4.971 4.646 0.0584
H -3.676 -5.226 3.621 0.0597
H -3.029 -6.644 4.073 0.0628
H -3.662 -6.398 6.606 0.1274
H -5.460 -4.015 5.783 0.1244
H -3.866 -3.694 6.358 0.1209
H -5.410 -2.430 8.110 0.0816
H -5.941 -3.569 9.194 0.0904
H -6.765 -3.211 7.607 0.0874
H -5.730 -6.765 6.420 0.0693
H -4.840 -7.616 5.569 0.0736
C -4.414 2.003 -4.996 -0.0832
C -4.014 1.297 -6.360 -0.2501
O -5.195 0.737 -7.050 -0.1048
H -3.579 2.592 -4.617 0.0564
H -4.510 1.282 -4.185 0.0574
H -5.319 2.608 -4.929 0.0648
H -3.388 0.413 -6.239 0.1012
H -3.435 2.016 -6.940 0.0932
H -5.623 1.489 -7.465 0.0651
C 4.146 -7.677 0.498 -0.0780
C 2.727 -7.106 0.772 -0.2896
O 1.642 -7.883 0.244 -0.0991
H 4.852 -6.850 0.574 0.0617
H 4.352 -8.079 -0.495 0.0661
H 4.534 -8.465 1.143 0.0631
H 2.507 -6.143 0.311 0.1033
H 2.500 -6.975 1.830 0.1036
H 1.250 -7.235 -0.346 0.0667
C -1.262 5.496 7.308 -0.8676
O -1.189 5.119 6.220 0.0883
N -1.004 4.754 8.368 0.1631
N -1.786 6.650 7.556 0.1656
H -0.640 3.813 8.326 0.1127
H -1.149 5.025 9.330 0.1033
H -1.883 7.059 6.638 0.1205
H -1.751 7.175 8.418 0.1151
C 8.938 -4.807 -3.021 -0.7990
O 7.851 -4.393 -3.279 0.0568
N 9.503 -5.745 -3.766 0.1450
N 9.771 -4.363 -2.095 0.1566
H 10.215 -6.241 -3.248 0.0981
H 8.862 -6.190 -4.407 0.1165
H 9.305 -3.736 -1.454 0.1185
H 10.671 -4.796 -1.944 0.1072
C 2.254 7.151 2.784 -0.7584
O 3.273 7.763 2.528 0.0326
N 2.226 5.936 3.212 0.1583
N 0.972 7.602 2.773 0.1360
H 1.302 5.650 3.505 0.1081
H 3.083 5.424 3.362 0.1207
H 0.177 7.129 3.179 0.0964
H 0.816 8.556 2.479 0.1049

=====

9
Properties=species:S:1:pos:R:3:nbo_charge:R:1 method="wB97M-V/def2-TZVPD" homo_lumo_gap_ha="0.3388 / 0.3386" e_above_lowest_kj_mol=418.0 mol_weight_g_mol=91.06 energy_ev=-10079.9371 multiplicity=1
C 0.366 0.388 -1.339 0.0214
C -0.266 -0.235 0.540 -0.3822
C 0.978 -0.380 -0.170 0.7580
N -0.755 0.376 -0.742 -0.2582
F 2.383 1.041 0.736 -0.6605
F 1.845 -1.366 -0.185 -0.2425
H 0.737 0.769 -2.324 0.2448
H -0.744 -1.115 0.949 0.2364
H -0.056 0.539 1.290 0.2828